Here is C13H20CuF3N3O4S as an isolated structure from the OMol25 dataset. Energies are from wB97M-V/def2-TZVPD.

Last column: natural (NBO) charge in e.
Geometry (Å):
Cu -0.54943 -0.67068 0.62243  1.2230
C -2.04977 -0.82355 -2.23788  -0.2485
O -2.25349 -0.76294 -0.83530  -0.5807
C -3.36733 0.00818 -0.43989  -0.0890
C -3.47906 -0.12378 1.06979  -0.0898
O -2.27427 0.22455 1.73964  -0.5580
C -2.11797 1.58429 2.11979  -0.0843
C -1.85684 2.50997 0.93822  -0.0939
O -1.01541 1.82765 0.04812  -0.5662
C -0.55519 2.62554 -1.02547  -0.2517
H -2.89986 -1.30835 -2.72478  0.1816
H -1.15405 -1.41601 -2.40026  0.2236
H -1.91265 0.17480 -2.66531  0.1725
H -4.28367 -0.38570 -0.89409  0.1895
H -3.24773 1.05003 -0.75518  0.1760
H -3.64674 -1.17393 1.31091  0.2149
H -4.31174 0.47751 1.44492  0.1879
H -1.26383 1.58955 2.79609  0.2187
H -3.00646 1.92576 2.65820  0.1846
H -1.38843 3.43151 1.30239  0.1893
H -2.79472 2.78955 0.43877  0.1617
H 0.02705 3.47777 -0.65947  0.1756
H -1.39385 3.00501 -1.62022  0.1705
H 0.07704 1.99063 -1.63949  0.2159
N -0.10607 -2.40794 -0.21853  -0.6382
C 0.89833 -2.74265 -0.70567  0.4815
C 2.06103 -3.12150 -1.33700  -0.5993
C 2.89308 -4.15185 -0.84445  0.3001
N 3.59328 -4.98131 -0.45474  -0.3577
C 2.43673 -2.39138 -2.48593  0.3157
N 2.75223 -1.77202 -3.40905  -0.3961
C 3.54655 1.41035 -0.93234  -0.8154
S 2.60724 0.76542 0.48490  1.2572
C 3.76935 -0.56824 0.87075  -0.8161
O 1.39197 0.12302 -0.12693  -1.0595
H 3.42204 0.70810 -1.75597  0.2626
H 4.59417 1.49635 -0.64829  0.2336
H 3.15166 2.38961 -1.19733  0.2295
H 4.68229 -0.11526 1.25714  0.2318
H 3.97125 -1.13117 -0.03870  0.2463
H 3.32057 -1.20725 1.62538  0.2636
F 1.13047 -2.07144 2.49832  -0.3580
C 0.26410 -1.02964 2.46583  0.6367
F -0.64445 -1.28135 3.44025  -0.3581
F 0.98259 0.05279 2.92042  -0.3834

Summary:
Kohn-Sham gap (spin up / spin down) = 7.9 / 6.9 eV
E_LUMO (spin up / spin down) = 0.172 / -0.946 eV
Expectation value of S² = 0.75
ΔE to the lowest compared entry with this formula, charge and spin = 5.0 kcal per mole
2S+1 = 2